C15H13ClN2O5S | ωB97M-V/def2-TZVPD

```
37
Properties=species:S:1:pos:R:3:lowdin_charge:R:1
N 0.1951 2.1722 -2.1603 0.206
C -0.1602 2.0337 -0.8707 -0.471
O -1.3240 2.0278 -0.5122 0.051
C 0.9499 1.9265 0.1310 -0.054
C 0.6052 2.1756 1.4582 -0.011
C 1.5268 2.0628 2.4790 -0.062
C 2.8302 1.6972 2.1853 -0.061
C 3.1943 1.4404 0.8767 -0.023
C 2.2669 1.5519 -0.1543 -0.229
O 2.6643 1.2979 -1.4605 -0.071
C 3.0303 -0.0435 -1.7367 -0.075
C 1.8477 -0.9639 -1.3971 -0.484
O 0.9868 -1.2414 -2.1930 0.100
N 1.8049 -1.3558 -0.1024 0.025
S 0.5878 -2.3955 0.5550 0.707
O 0.9702 -2.4583 1.9327 -0.284
O 0.5678 -3.5934 -0.2147 -0.251
C -0.9041 -1.4563 0.3648 -0.280
C -1.6317 -1.5542 -0.8045 -0.047
C -2.7961 -0.8184 -0.9312 -0.081
C -3.2081 -0.0092 0.1203 -0.687
Cl -4.6479 0.8990 -0.0337 0.721
C -2.4744 0.0749 1.2974 -0.100
C -1.3063 -0.6539 1.4153 -0.058
H 1.1535 2.0684 -2.4502 0.094
H -0.5370 2.1730 -2.8514 0.123
H -0.4181 2.4566 1.6563 0.121
H 1.2352 2.2604 3.4987 0.108
H 3.5648 1.6117 2.9714 0.109
H 4.2123 1.1657 0.6401 0.123
H 3.9295 -0.3410 -1.1843 0.127
H 3.2235 -0.0784 -2.8105 0.142
H 2.5212 -1.0849 0.5527 0.116
H -1.2716 -2.1903 -1.5962 0.114
H -3.3801 -0.8642 -1.8368 0.112
H -2.8130 0.7124 2.0981 0.114
H -0.7041 -0.6223 2.3091 0.115
```

## Properties
SMILES string ... NC(=O)c1ccccc1OCC(=O)NS(=O)(=O)c1ccc(Cl)cc1
LUMO energy ... 0.3 eV
Charge ... 0
Maximum force ... 1.35 eV/A
HOMO-LUMO gap ... 0.35642 hartree
Highest occupied orbital energy ... -9.357 eV
Energy ... -1923.52025 hartree
2S+1 ... 1